1.
{"formula": "C18H40F6N2O8V", "method": "ωB97M-V with the def2-TZVPD basis set", "orbital_gap_ev": [7.2, 8.7], "s_squared": 3.754, "spin_multiplicity": 4, "homo_ha": [-0.254, -0.309], "lumo_energy_ev": [0.3, 0.3], "e_tot_ev": -80667.057, "largest_force_ev_per_a": 3.17, "symbols": ["V", "C", "O", "O", "C", "F", "F", "F", "C", "C", "H", "H", "H", "H", "H", "H", "C", "O", "O", "C", "F", "F", "F", "C", "C", "H", "H", "H", "H", "H", "H", "C", "C", "O", "O", "H", "H", "H", "H", "H", "H", "C", "C", "C", "O", "C", "N", "H", "H", "H", "H", "H", "H", "H", "H", "H", "H", "H", "C", "C", "C", "O", "C", "N", "H", "H", "H", "H", "H", "H", "H", "H", "H", "H", "H"], "xyz": [[0.400879, -0.325323, 0.016571], [0.607870, -1.366729, -3.337880], [-0.058180, -0.220358, -3.854892], [1.104796, -0.967088, -2.155697], [-0.450926, -2.564274, -3.306803], [-0.248341, -3.396707, -2.285568], [-1.701064, -2.059558, -3.217628], [-0.483472, -3.312451, -4.432734], [-0.130534, -0.095078, -5.270271], [-0.809818, 1.219397, -5.612077], [-1.853579, 1.163827, -5.287265], [-0.398726, 1.988425, -4.953756], [-0.752479, 1.564571, -6.640313], [-0.469412, -0.966952, -5.833225], [0.912895, 0.032717, -5.596238], [1.421052, -1.615286, -4.037849], [-0.654434, 1.500502, 2.770362], [0.199589, 2.642317, 2.797790], [-0.311447, 0.779042, 1.683222], [-0.395906, 0.847424, 4.164991], [-0.899945, 1.536273, 5.178579], [-1.106677, -0.328166, 4.143737], [0.892392, 0.484574, 4.276448], [-0.212490, 3.696241, 1.955532], [0.850462, 4.805651, 2.112168], [1.778507, 4.462271, 1.651688], [0.605634, 5.737115, 1.600908], [0.997543, 4.989310, 3.174950], [-1.187255, 4.098033, 2.241290], [-0.220436, 3.395261, 0.906652], [-1.734801, 1.676279, 2.717721], [-2.938782, 0.117134, -0.993397], [-3.687022, 1.248075, -1.602219], [-3.368883, 1.472457, -2.962118], [-1.537339, 0.318244, -1.193480], [-3.258319, -0.899232, -1.264506], [-3.099354, 0.005233, 0.083073], [-3.402064, 2.141036, -1.033613], [-4.764047, 1.061301, -1.527416], [-4.012083, 2.016284, -3.413869], [-1.410337, 0.376071, -2.158449], [4.746731, 0.376488, 0.924490], [3.210852, 0.595827, 0.903001], [2.852096, 1.495267, -0.261339], [1.460944, 1.562569, -0.523980], [1.178104, 2.619378, -1.425488], [2.544772, -0.706414, 0.685896], [5.232005, 1.352990, 0.965596], [5.112453, -0.103798, 0.016712], [4.963610, -0.236860, 1.797657], [2.799342, 0.930354, 1.856738], [3.301846, 1.092735, -1.182323], [3.348790, 2.462487, -0.137321], [1.845187, 3.477086, -1.384447], [0.121483, 2.859197, -1.537729], [1.332607, 2.140108, -2.410615], [3.098506, -1.244414, 0.011122], [2.841801, -1.265254, 1.491701], [-1.821610, -4.035887, 1.077370], [-1.018256, -2.747988, 1.382857], [-0.309425, -2.899230, 2.709975], [-1.207948, -3.293401, 3.711241], [-0.771135, -3.129258, 5.027215], [-0.024755, -2.523173, 0.292296], [-2.671193, -3.974089, 1.764484], [-1.368334, -4.990676, 1.349757], [-2.183779, -4.058263, 0.049871], [-1.770561, -1.959826, 1.359527], [0.206548, -1.959960, 2.952055], [0.509832, -3.630036, 2.624024], [-1.580768, -3.465681, 5.683976], [-0.652473, -2.097566, 5.365110], [0.066789, -3.744463, 5.369122], [0.755409, -3.145305, 0.512926], [-0.362937, -3.010806, -0.525895]], "atomic_forces_ev_per_a": [[0.153, -0.038, -1.067], [0.752, 1.135, 1.229], [-1.356, 0.019, -0.929], [-0.463, -1.080, 0.885], [-0.029, 1.464, -0.870], [-0.051, -0.548, -0.078], [-0.077, -0.288, 0.617], [0.519, 0.000, 0.109], [1.768, 0.804, -0.518], [-0.922, -0.108, 1.209], [-0.105, 0.004, -0.332], [0.270, 0.026, -0.181], [0.139, -0.342, -0.116], [-0.633, -0.083, 0.388], [0.122, -0.216, -0.157], [-0.141, -0.465, -0.257], [1.457, -0.486, -1.387], [-0.923, 0.677, 0.690], [-0.207, -1.256, 0.235], [-1.004, -1.351, -2.692], [0.902, 0.261, 0.435], [0.115, 0.219, 0.342], [-0.157, 0.500, 1.012], [1.010, 0.974, -0.057], [-0.247, -0.562, -0.231], [0.139, -0.079, 0.267], [-0.339, -0.032, 0.071], [0.153, 0.121, -0.032], [-0.198, -0.207, 0.052], [-0.279, -0.289, -0.019], [-0.169, 0.832, 0.405], [0.691, -1.309, 0.624], [-1.141, 0.953, 0.218], [0.962, -0.817, -0.337], [0.007, -0.262, -0.054], [0.174, 0.234, -1.054], [0.023, 0.988, 0.117], [-0.278, 0.033, 0.079], [0.042, 0.079, 0.353], [-0.264, 0.104, 0.254], [0.457, -0.218, 0.067], [-0.953, 0.818, 0.268], [0.290, -0.694, -0.819], [0.642, -0.365, -0.718], [0.044, 1.223, 1.558], [-0.216, -1.473, -2.572], [0.618, -1.041, 0.371], [0.255, -0.136, 0.370], [-0.235, -0.173, -0.026], [0.413, 0.123, -0.011], [0.221, 0.503, -0.100], [0.162, -0.238, 0.107], [-0.567, 0.293, 0.247], [-0.147, 0.078, 0.638], [-0.043, 0.145, 1.103], [0.352, 0.422, -0.114], [-0.522, 0.518, -0.803], [-0.917, 0.183, 0.394], [-0.692, 0.422, 1.043], [-0.391, -1.970, -0.974], [0.783, 0.833, 0.255], [-0.087, 0.071, -0.266], [-0.795, -0.099, 1.667], [-0.061, -0.044, 1.116], [-0.251, -0.190, -0.324], [0.561, 0.176, -0.252], [-0.004, 0.010, -0.013], [0.398, 0.412, 0.311], [-0.283, 0.115, 0.144], [-0.140, -0.331, -0.203], [-0.194, -0.196, -0.336], [0.472, 0.061, -0.593], [0.407, 0.033, -0.675], [0.319, 0.487, 0.134], [-0.313, 0.631, -0.214]], "lowdin_charge": [0.881, -0.440, -0.128, -0.211, -0.518, 0.119, 0.128, 0.124, -0.262, -0.067, 0.062, 0.073, 0.073, 0.118, 0.115, 0.149, -0.430, -0.092, -0.238, -0.537, 0.169, 0.082, 0.143, -0.257, -0.064, 0.062, 0.069, 0.074, 0.119, 0.098, 0.155, -0.217, -0.238, -0.054, -0.112, 0.124, 0.125, 0.127, 0.128, 0.088, 0.080, -0.039, -0.373, -0.190, -0.265, -0.070, 0.010, 0.082, 0.084, 0.081, 0.149, 0.143, 0.132, 0.096, 0.097, 0.098, 0.104, 0.104, -0.042, -0.368, -0.220, -0.159, -0.120, 0.015, 0.080, 0.086, 0.077, 0.134, 0.112, 0.132, 0.091, 0.075, 0.089, 0.103, 0.049]}



2.
{"formula": "C3H10N4S", "method": "ωB97M-V with the def2-TZVPD basis set", "orbital_gap_ev": [6.3, 8.0], "s_squared": 2.008, "charge": 2, "spin_multiplicity": 3, "homo_ha": [-0.503, -0.695], "lumo_energy_ev": [-7.4, -10.9], "e_tot_ev": -20044.857, "largest_force_ev_per_a": 5.72, "symbols": ["C", "C", "C", "N", "N", "N", "N", "S", "H", "H", "H", "H", "H", "H", "H", "H", "H", "H"], "xyz": [[1.715083, -1.211626, 0.359305], [0.226023, 0.592645, -0.427778], [-0.525637, -1.979837, -0.215069], [0.500260, -0.961601, 0.004401], [2.614451, -0.215505, 0.453308], [-0.736854, 1.209495, 0.449511], [-1.730222, 2.041396, -0.144042], [1.867353, 1.257501, -0.132931], [2.038877, -2.183436, 0.509841], [-0.300466, 0.721399, -1.412253], [-1.616970, -1.643715, -0.007347], [-0.328150, -2.390320, -1.295392], [-0.376713, -2.886910, 0.388529], [3.309525, -0.261969, 1.154764], [-0.373067, 1.522666, 1.347956], [-1.590973, 2.126792, -1.125812], [-2.049326, 2.879473, 0.291055], [-2.643186, 1.383560, -0.198038]], "atomic_forces_ev_per_a": [[0.062, 1.066, -0.089], [0.653, -0.733, 0.900], [-0.804, -1.541, -1.993], [-1.921, 1.352, -0.335], [-1.666, -2.411, 0.293], [0.748, -0.446, 1.288], [-3.151, -4.761, -0.381], [-1.266, 4.772, -2.100], [0.324, -2.154, 0.422], [1.702, -1.050, 0.126], [2.137, -0.183, -0.585], [-1.063, 0.969, 1.730], [0.231, 0.571, 0.259], [1.497, -0.116, 0.552], [-0.458, 0.356, -0.199], [0.768, 1.134, -1.282], [0.404, 1.309, 0.826], [1.804, 1.864, 0.570]], "nbo_charge": [0.376, -0.138, -0.471, -0.316, -0.725, -0.453, -0.510, 0.673, 0.243, 0.257, 0.255, 0.260, 0.270, 0.462, 0.434, 0.443, 0.479, 0.460]}



3.
{"formula": "C4H5N2O", "method": "ωB97M-V with the def2-TZVPD basis set", "orbital_gap_ev": [9.5, 7.1], "s_squared": 2.013, "charge": 1, "spin_multiplicity": 3, "homo_ha": [-0.526, -0.602], "lumo_energy_ev": [-4.8, -9.3], "e_tot_ev": -9243.238, "largest_force_ev_per_a": 6.76, "symbols": ["C", "C", "C", "C", "N", "N", "O", "H", "H", "H", "H", "H"], "xyz": [[-0.208774, 1.240952, -0.207971], [1.226784, 1.579807, -0.157979], [-0.268845, -0.122723, 0.023128], [-1.251573, -1.239529, -0.155046], [1.963263, 0.628712, 0.359607], [1.193687, -0.484048, 0.530587], [1.477401, -1.523096, 0.984117], [-0.939843, 1.955766, -0.552988], [1.518943, 2.542908, -0.415988], [-2.013505, -1.145872, 0.656971], [-0.711745, -2.227958, -0.086877], [-1.985788, -1.204915, -0.977566]], "atomic_forces_ev_per_a": [[2.765, 1.309, -0.960], [-3.432, -1.344, 0.804], [1.014, -3.265, 0.847], [0.627, 0.026, 0.893], [0.921, -0.321, -0.013], [-5.026, 3.754, -2.519], [1.467, -2.490, 1.154], [-0.320, -0.234, 0.157], [1.203, 1.316, -0.215], [0.641, -0.174, 0.242], [-0.751, 1.053, -0.026], [0.890, 0.369, -0.364]], "nbo_charge": [-0.074, 0.004, 0.320, -0.737, -0.070, 0.246, -0.150, 0.280, 0.258, 0.320, 0.294, 0.310]}



4.
{"formula": "C20H22N2O3S", "method": "ωB97M-V with the def2-TZVPD basis set", "orbital_gap_ev": 8.6, "homo_ha": -0.298, "lumo_energy_ev": 0.5, "e_tot_ev": -41038.149, "largest_force_ev_per_a": 14.52, "symbols": ["C", "C", "O", "C", "C", "C", "C", "C", "C", "H", "H", "N", "C", "O", "N", "C", "C", "C", "C", "C", "O", "H", "H", "H", "H", "H", "C", "C", "C", "C", "C", "S", "H", "H", "H", "C", "H", "H", "H", "H", "H", "H", "H", "H", "H", "H", "H", "H"], "xyz": [[5.451146, 0.548291, 0.404396], [5.246716, 0.628736, -1.176039], [3.923062, 1.130100, -1.457454], [2.798318, 0.123140, -1.277994], [1.485320, 0.508567, -1.551104], [0.292168, -0.197288, -1.198179], [0.393987, -1.589128, -0.776460], [1.736110, -1.976525, -0.947006], [2.826166, -1.175187, -1.069095], [3.890190, -1.702937, -0.881530], [1.815468, -2.850560, -0.592773], [-0.748992, -2.198307, -0.875650], [-1.870343, -1.992569, -0.514409], [-2.881424, -2.065709, -0.945308], [-1.892393, -1.005342, 0.562048], [-0.914747, -1.084072, 1.821743], [0.127041, -0.043059, 1.738620], [1.393948, 0.139348, 2.012583], [1.883808, 1.667375, 1.748752], [0.597222, 2.259020, 1.625166], [-0.446594, 1.344950, 1.350816], [0.290525, 3.339211, 1.475967], [2.745618, 2.104996, 1.990513], [2.020852, -0.573790, 2.333392], [-0.260062, -1.791887, 1.314992], [-1.250495, -1.092309, 2.668688], [-3.076676, -0.407325, 1.021609], [-3.464408, 0.766608, -0.185833], [-4.546358, 0.346603, -0.972436], [-4.498470, 1.355956, -1.997428], [-3.604826, 2.485115, -1.925236], [-2.680952, 2.057975, -0.609137], [-3.408422, 3.293149, -2.442511], [-5.255222, 1.258140, -2.906789], [-5.134536, -0.548805, -1.078976], [-4.169511, -0.925098, 1.567233], [-5.064344, -0.526884, 1.587823], [-3.892402, -1.627823, 2.696629], [-4.476942, -1.818451, 0.787175], [-2.902934, 0.593640, 1.917434], [-0.632273, -3.134808, -1.274936], [-0.776299, 0.385645, -1.136822], [1.264226, 1.690382, -1.605917], [5.269154, -0.451989, -1.648265], [5.600582, 1.481355, -1.702755], [5.393678, 1.451539, 0.774719], [6.519086, 0.146416, 0.508252], [4.885228, -0.326385, 0.841489]], "atomic_forces_ev_per_a": [[2.482, -6.498, -4.041], [-2.782, -2.169, 1.208], [-4.374, -3.344, 0.830], [0.454, 4.379, -2.006], [-3.118, 4.759, 1.956], [0.118, 1.450, 0.277], [5.206, 8.173, -3.537], [-3.930, 3.251, 0.217], [5.577, -3.600, 1.338], [-2.562, 1.007, -0.496], [1.748, -7.178, 1.878], [7.905, -9.976, -4.018], [-1.120, 8.494, 10.342], [-11.949, -4.070, -6.954], [2.458, -0.063, 5.727], [4.798, 0.344, -13.701], [-2.151, 5.521, -0.884], [0.911, 4.726, -1.543], [-9.107, -3.690, 0.550], [1.290, -1.109, -1.930], [2.876, -0.908, 2.298], [0.482, -1.564, 0.176], [3.259, 1.456, 0.819], [2.229, -2.530, 0.978], [-0.097, -1.860, 1.934], [-4.388, -1.250, 9.048], [4.589, 11.813, -1.995], [-3.381, -8.134, 3.321], [2.564, 4.168, -2.130], [-3.034, 1.222, -3.633], [-2.874, -7.520, 2.741], [3.374, 3.890, 0.927], [0.581, 3.648, -2.822], [1.603, 0.444, 1.886], [0.151, -0.015, 0.556], [-1.559, -12.124, 2.349], [-3.863, 3.185, 0.831], [-1.000, 2.257, -3.321], [0.522, 1.202, 1.961], [0.949, -2.855, -2.277], [-0.295, 0.273, -0.335], [3.047, -1.579, -0.546], [0.757, -2.732, -0.474], [0.907, 2.338, 0.571], [2.603, -0.025, -0.230], [-0.734, 4.375, 2.426], [-1.079, 0.852, 0.085], [-0.041, 1.568, -0.357]], "nbo_charge": [-0.626, -0.073, -0.522, 0.273, -0.236, -0.196, 0.105, -0.197, -0.284, 0.209, 0.183, -0.608, 0.801, -0.551, -0.521, -0.252, 0.289, -0.273, -0.302, 0.136, -0.509, 0.211, 0.210, 0.211, 0.234, 0.196, -0.004, -0.307, -0.306, -0.202, -0.521, 0.612, 0.225, 0.200, 0.250, -0.596, 0.235, 0.178, 0.203, 0.201, 0.411, 0.257, 0.230, 0.174, 0.222, 0.204, 0.206, 0.219]}